[1]
Here is a gas-phase ion, C5H11N2 (charge +1) in a non-equilibrium geometry from the Open Molecules 2025 dataset. Energies are from wB97M-V/def2-TZVPD.

Summary:
Orbital gap (spin up / spin down)   7.300 / 7.622 eV
Charge   +1
HOMO energy (spin up / spin down)   -10.73 / -13.76 eV
Spin multiplicity   3
⟨S²⟩   2.012
LUMO energy (spin up / spin down)   -3.43 / -6.14 eV
Strongest force on any atom   0.13040 hartree/bohr

Last column: Mulliken charge in e.
Element x y z (Å)
C1 -0.70 -1.05 -0.72  -0.482
C2 0.59 0.54 -2.04  -0.764
C3 -1.23 -0.81 0.76  -0.640
C4 -0.55 0.29 -1.47  -0.248
C5 0.23 1.23 0.86  0.076
N1 1.50 1.41 1.01  -0.365
N2 -0.24 -0.02 1.48  -0.192
H1 0.34 -1.45 -0.55  0.228
H2 -1.27 -1.84 -1.28  0.382
H3 1.57 -0.04 -2.01  0.262
H4 0.81 1.55 -2.44  0.325
H5 -2.32 -0.37 0.96  0.296
H6 -1.12 -1.79 1.18  0.407
H7 -1.38 0.95 -1.42  0.451
H8 1.89 2.18 0.61  0.207
H9 2.19 0.61 1.50  0.241
H10 -0.66 0.32 2.46  0.388
H11 0.57 -0.59 1.78  0.428

[2]
Here is a single C5H11N2O molecule in a non-equilibrium geometry from the Open Molecules 2025 dataset. Energies are from wB97M-V/def2-TZVPD.

Summary:
Orbital gap (spin up / spin down)   4.913 / 8.304 eV
HOMO energy (spin up / spin down)   -4.35 / -7.92 eV
Spin multiplicity   2
⟨S²⟩   0.753
LUMO energy (spin up / spin down)   0.56 / 0.39 eV
Strongest force on any atom   0.02818 hartree/bohr

Last column: Mulliken charge in e.
Element x y z (Å)
O1 -1.21 2.91 -0.40  -0.686
C1 -0.26 2.11 -0.69  -0.358
C2 -0.34 0.68 -0.33  -0.135
C3 0.97 -0.11 -0.16  -0.687
C4 0.77 -1.59 -0.07  0.534
C5 1.33 -2.52 -0.83  -0.927
N1 0.02 -1.99 1.13  -0.605
N2 -1.10 0.64 0.97  -0.466
H1 0.60 2.39 -1.31  0.324
H2 -0.92 0.09 -1.05  0.189
H3 1.55 0.13 -1.05  0.345
H4 1.47 0.28 0.73  0.230
H5 1.30 -3.53 -0.45  0.274
H6 1.78 -2.35 -1.80  0.298
H7 0.68 -2.27 1.85  0.250
H8 -0.54 -2.80 0.93  0.253
H9 -1.17 -0.31 1.37  0.361
H10 -0.65 1.27 1.64  0.459
H11 -2.00 1.06 0.81  0.347

[3]
Here is a molecular structure, C5H11N2O in a non-equilibrium geometry from the Open Molecules 2025 dataset. Energies are from wB97M-V/def2-TZVPD.

Summary:
Orbital gap   10.697 eV
Charge   +1
HOMO energy   -13.84 eV
LUMO energy   -3.14 eV
Strongest force on any atom   0.06572 hartree/bohr

Last column: Mulliken charge in e.
Element x y z (Å)
C1 -0.30 2.07 0.31  -0.495
C2 0.29 1.93 -1.09  -0.434
C3 -0.29 0.61 0.75  0.493
C4 -0.95 0.09 2.03  -1.187
C5 0.86 -1.95 -0.45  -0.184
N1 0.59 -2.81 -1.47  -0.361
N2 0.26 -0.10 -0.13  0.085
O1 0.55 0.50 -1.31  -0.322
H1 0.30 2.72 0.86  0.353
H2 -1.31 2.35 0.25  0.327
H3 -0.54 2.12 -1.76  0.288
H4 1.14 2.59 -1.15  0.301
H5 -0.22 -0.35 2.86  0.292
H6 -1.61 -0.75 1.70  0.321
H7 -1.53 0.90 2.51  0.341
H8 1.06 -2.66 -2.40  0.274
H9 0.18 -2.26 0.31  0.280
H10 1.86 -1.69 -0.28  0.357
H11 -0.33 -3.31 -1.53  0.271

[4]
Here is a gas-phase ion, C5H11N2O (charge +1) in a non-equilibrium geometry from the Open Molecules 2025 dataset. Energies are from wB97M-V/def2-TZVPD.

Summary:
Orbital gap   10.222 eV
Charge   +1
SMILES string   C=CC[C@H]([NH3+])C(N)=O
HOMO energy   -13.74 eV
LUMO energy   -3.52 eV
Strongest force on any atom   0.10748 hartree/bohr

Last column: Mulliken charge in e.
Element x y z (Å)
C1 2.43 -0.67 0.82  -0.945
C2 1.51 -0.93 -0.14  -0.259
C3 0.10 -1.09 0.08  -0.723
C4 -0.46 0.32 0.35  -0.189
N1 -1.81 0.31 1.14  -0.365
C5 -0.95 0.99 -0.92  0.478
N2 -0.24 0.81 -2.09  -0.381
O1 -1.95 1.68 -0.78  -0.624
H1 2.28 -0.61 1.93  0.237
H2 3.46 -0.47 0.67  0.312
H3 1.79 -1.04 -1.17  0.494
H4 -0.42 -1.49 -0.72  0.478
H5 -0.01 -1.93 0.99  0.342
H6 0.32 0.94 0.95  0.430
H7 -2.33 -0.52 0.67  0.386
H8 -2.32 1.25 0.95  0.387
H9 -1.57 0.24 2.13  0.347
H10 0.71 0.65 -2.00  0.235
H11 -0.54 1.56 -2.86  0.361

[5]
Here is a gas-phase ion, C5H11N2O (charge +1) in a non-equilibrium geometry from the Open Molecules 2025 dataset. Energies are from wB97M-V/def2-TZVPD.

Summary:
Orbital gap   8.984 eV
Charge   +1
SMILES string   N/C=[NH+]\CCCC=O
HOMO energy   -12.83 eV
LUMO energy   -3.84 eV
Strongest force on any atom   0.04699 hartree/bohr

Last column: Mulliken charge in e.
Element x y z (Å)
N1 -1.22 -1.94 -2.04  -0.308
C1 -1.60 -1.91 -0.78  0.140
N2 -1.42 -0.88 0.02  -0.101
C2 -0.90 0.47 -0.17  -0.837
C3 0.59 0.65 0.00  -0.508
C4 1.03 1.46 1.24  -0.510
C5 2.51 1.34 1.51  -0.141
O1 3.37 1.34 0.67  -0.445
H1 -0.62 -1.39 -2.61  0.248
H2 -1.72 -2.61 -2.62  0.266
H3 -2.26 -2.66 -0.36  0.355
H4 -1.45 -1.20 0.98  0.263
H5 -1.17 0.68 -1.22  0.301
H6 -1.37 1.07 0.61  0.426
H7 1.04 1.09 -0.88  0.329
H8 1.11 -0.33 -0.03  0.467
H9 0.44 1.21 2.12  0.402
H10 0.85 2.53 1.01  0.317
H11 2.79 1.07 2.53  0.334

[6]
Here is 2 unconnected molecules or ions with the total composition C5H11N2O in a non-equilibrium geometry from the Open Molecules 2025 dataset. Energies are from wB97M-V/def2-TZVPD.

Summary:
Orbital gap   9.981 eV
Charge   +1
HOMO energy   -13.48 eV
LUMO energy   -3.50 eV
Strongest force on any atom   0.09292 hartree/bohr

Last column: Mulliken charge in e.
Element x y z (Å)
C1 2.10 -1.71 0.19  -0.913
C2 1.16 -0.87 0.65  -0.266
C3 -1.36 -0.13 -0.27  0.386
C4 0.69 1.50 0.69  -1.302
C5 0.73 0.25 -0.14  1.020
N1 -2.16 0.33 0.68  -0.375
N2 -1.85 -0.64 -1.35  -0.342
O1 0.92 0.29 -1.49  -0.511
H1 2.45 -2.46 0.80  0.354
H2 2.65 -1.44 -0.68  0.273
H3 0.60 -1.19 1.58  0.319
H4 -0.28 2.02 0.96  0.248
H5 1.11 1.17 1.68  0.360
H6 1.28 2.24 0.16  0.426
H7 -1.73 0.91 1.50  0.258
H8 -3.11 0.26 0.50  0.208
H9 -1.13 -0.90 -2.11  0.272
H10 -2.76 -0.93 -1.58  0.191
H11 0.70 1.28 -1.77  0.396

[7]
Here is 2 unconnected molecules or ions with the total composition C5H11N2O in a non-equilibrium geometry from the Open Molecules 2025 dataset. Energies are from wB97M-V/def2-TZVPD.

Summary:
Orbital gap   7.928 eV
Charge   +1
HOMO energy   -12.41 eV
LUMO energy   -4.48 eV
Strongest force on any atom   0.07939 hartree/bohr

Last column: Mulliken charge in e.
Element x y z (Å)
C1 -0.80 -1.21 0.21  0.227
C2 2.08 -0.22 0.05  -0.221
C3 -0.91 1.31 0.64  -1.171
C4 -2.68 -0.25 -0.55  -1.410
C5 -1.49 -0.08 0.51  0.873
N1 2.74 0.93 0.06  -0.239
N2 2.67 -1.23 -0.55  -0.230
O1 -0.54 -2.31 0.16  -0.128
H1 0.07 1.22 1.15  0.312
H2 -0.60 1.61 -0.38  0.345
H3 -1.70 2.02 1.07  0.352
H4 -3.22 -1.31 -0.54  0.367
H5 -3.42 0.43 -0.41  0.426
H6 -2.27 -0.01 -1.49  0.446
H7 -1.77 -0.35 1.63  0.227
H8 2.22 1.78 0.32  0.246
H9 3.55 0.98 -0.47  0.171
H10 2.52 -2.16 -0.35  0.230
H11 3.56 -1.15 -1.05  0.176

It is found that the calculated total energy values, taken in the order of the records, are -8330.2094 -10387.6750 -10381.3757 -10383.0230 -10383.8008 -10382.0263 -10381.5027 eV.